Record 1
Computed, not measured: a 3-piece molecular cluster, C32H65BF5N7O11PS overall, with wB97M-V/def2-TZVPD.

Structure (XYZ):
```
123
C32H65BF5N7O11PS wB97M-V/def2-TZVPD
C -1.304 -0.500 3.132
C 0.021 -0.364 3.243
C 0.783 0.868 3.698
C 0.853 2.077 2.747
C -0.487 2.832 2.881
C -0.649 4.067 2.041
N -0.278 5.210 2.448
N 1.839 3.012 3.417
C 2.392 3.753 2.412
N 3.143 4.850 2.652
S 3.486 5.446 4.188
O 2.345 5.481 5.027
O 4.192 6.660 3.978
C 4.704 4.226 4.922
F 4.985 3.283 4.007
F 5.809 4.896 5.174
C 4.243 3.553 6.243
F 3.061 2.979 6.105
F 4.199 4.426 7.202
F 5.119 2.613 6.524
N 2.136 3.278 1.208
C 1.940 4.149 0.045
C 2.718 3.720 -1.183
N 3.193 4.528 -2.024
C 1.481 1.911 1.327
C 0.397 1.582 0.286
C 0.831 0.694 -0.898
C 0.638 -0.816 -0.654
P 1.823 -1.787 -1.581
O 3.102 -1.937 -0.848
O 2.038 -0.960 -2.923
C 3.186 -1.289 -3.736
C 4.161 -0.115 -3.799
O 1.071 -3.148 -1.851
C 1.858 -4.281 -2.293
C 1.543 -5.488 -1.403
B 2.727 0.850 1.397
O 4.014 1.283 1.119
O 2.477 -0.416 1.736
C 3.572 -1.244 2.167
H -1.728 -1.487 3.276
H -2.002 0.277 2.846
H 0.634 -1.217 2.979
H 1.783 0.536 3.982
H 0.305 1.205 4.616
H -1.358 2.202 2.715
H -0.538 3.156 3.920
H -1.114 3.947 1.057
H -0.493 5.910 1.737
H 2.606 2.492 3.851
H 3.531 5.339 1.856
H 2.332 5.133 0.298
H 0.886 4.292 -0.181
H 2.891 2.659 -1.354
H 2.994 5.501 -1.784
H -0.383 1.042 0.824
H -0.081 2.472 -0.119
H 0.168 0.942 -1.727
H 1.837 0.915 -1.253
H -0.357 -1.082 -1.021
H 0.659 -1.096 0.393
H 3.714 -2.170 -3.381
H 2.807 -1.491 -4.736
H 4.004 0.551 -2.952
H 4.080 0.432 -4.735
H 5.183 -0.487 -3.735
H 1.566 -4.535 -3.310
H 2.929 -4.131 -2.198
H 1.577 -6.412 -1.977
H 2.323 -5.528 -0.643
H 0.573 -5.395 -0.922
H 4.152 1.430 0.175
H 4.186 -0.739 2.911
H 4.184 -1.538 1.320
H 3.155 -2.147 2.605
C -4.250 1.371 4.317
O -3.700 2.460 3.594
C -4.247 2.644 2.293
C -5.175 3.838 2.216
N -6.416 3.604 2.934
C -7.235 4.793 3.172
C -6.632 5.983 3.911
O -6.393 5.780 5.288
C -5.232 5.044 5.608
H -3.590 1.174 5.160
H -5.243 1.598 4.714
H -4.311 0.470 3.700
H -4.739 1.731 1.943
H -3.400 2.841 1.624
H -5.405 4.032 1.163
H -4.621 4.704 2.602
H -6.207 3.178 3.827
H -8.108 4.464 3.741
H -7.606 5.146 2.204
H -7.372 6.785 3.865
H -5.730 6.371 3.420
H -4.406 5.267 4.926
H -5.426 3.966 5.613
H -4.933 5.326 6.617
C -0.399 -8.836 -9.011
O -0.571 -7.435 -8.932
C -1.896 -7.005 -8.653
C -2.043 -6.494 -7.235
N -1.952 -7.570 -6.257
C -1.772 -7.144 -4.872
C -0.586 -6.255 -4.511
O 0.682 -6.883 -4.563
C 1.227 -7.045 -5.861
H 0.567 -9.019 -9.479
H -0.393 -9.312 -8.024
H -1.178 -9.300 -9.622
H -2.621 -7.795 -8.869
H -2.102 -6.173 -9.331
H -3.019 -6.008 -7.136
H -1.271 -5.728 -7.088
H -1.186 -8.179 -6.507
H -1.691 -8.053 -4.272
H -2.687 -6.634 -4.553
H -0.712 -5.960 -3.465
H -0.575 -5.319 -5.086
H 0.991 -6.199 -6.511
H 0.888 -7.974 -6.325
H 2.310 -7.112 -5.754
```

E_LUMO = -0.1089 hartree
Largest force on an atom = 0.04383 hartree/bohr
Total energy = -101571.806 eV
Total charge = +1
Multiplicity = 1
Frontier orbital gap = 7.12 eV

***

Record 2
Computed, not measured: a 3-piece molecular cluster, C32H66F2INO15P2S3 overall, with wB97M-V/def2-TZVPD.

Structure (XYZ):
```
122
C32H66F2INO15P2S3 wB97M-V/def2-TZVPD
C 1.748 3.343 -0.250
C 0.347 3.258 0.348
C -0.688 2.787 -0.688
C -0.522 1.316 -1.147
C -0.674 1.310 -2.684
C -1.353 0.262 -0.376
C -1.440 0.556 1.145
C -2.425 1.593 1.672
F -1.742 2.524 2.467
O -0.899 -1.102 -0.485
C 0.440 -1.507 -0.417
S 1.133 -1.362 -2.145
C 1.337 -0.913 0.671
C 2.675 -1.600 0.953
C 3.834 -1.251 -0.016
C 5.177 -1.286 0.734
S 5.452 -2.718 1.743
O 6.872 -2.877 1.820
O 4.829 -2.597 3.034
O 4.808 -3.944 0.973
C 0.299 -3.029 -0.062
C 1.244 -4.034 -0.731
C 0.677 -4.731 -1.969
I 1.482 -5.655 0.756
C -2.836 0.110 -0.925
S -2.885 -1.025 -2.419
N -3.426 1.372 -1.308
C -3.910 1.580 -2.404
O -4.433 1.868 -3.394
O -3.580 -0.587 0.052
C -5.001 -0.508 -0.036
C -5.612 0.634 0.790
C -5.617 0.383 2.300
C -5.733 1.684 3.118
O -4.891 1.717 4.242
C -5.360 0.887 5.284
C -5.479 -1.850 0.539
F -6.861 -1.807 0.692
C -5.177 -3.010 -0.425
C -4.047 -3.927 0.084
H 2.147 2.377 -0.568
H 1.680 3.933 -1.169
H 2.459 3.861 0.389
H 0.056 4.281 0.600
H 0.299 2.701 1.279
H -0.474 3.402 -1.566
H -1.703 3.043 -0.399
H 0.531 1.103 -0.981
H -0.779 0.333 -3.136
H -1.423 2.019 -3.033
H 0.265 1.705 -3.081
H -0.462 0.815 1.541
H -1.679 -0.404 1.601
H -3.133 1.123 2.346
H -2.983 2.159 0.934
H 2.373 -1.840 -2.022
H 0.760 -0.967 1.598
H 1.549 0.151 0.548
H 2.999 -1.187 1.911
H 2.603 -2.672 1.120
H 3.655 -0.264 -0.436
H 3.919 -2.034 -0.769
H 5.291 -0.420 1.385
H 6.007 -1.272 0.031
H 4.334 -4.476 1.635
H -0.722 -3.351 -0.265
H 0.425 -3.105 1.016
H 2.266 -3.705 -0.867
H -0.407 -4.778 -1.917
H 1.110 -5.720 -2.092
H 0.974 -4.165 -2.852
H -2.715 -2.192 -1.796
H -5.403 -0.484 -1.052
H -5.137 1.583 0.554
H -6.655 0.681 0.469
H -6.401 -0.316 2.584
H -4.682 -0.091 2.611
H -6.780 1.806 3.425
H -5.496 2.527 2.469
H -5.204 -0.174 5.059
H -4.790 1.126 6.177
H -6.431 1.052 5.440
H -4.973 -2.079 1.476
H -4.988 -2.644 -1.430
H -6.079 -3.620 -0.466
H -3.450 -4.340 -0.729
H -4.487 -4.772 0.613
H -3.398 -3.410 0.791
C 4.506 2.484 8.347
O 4.716 1.914 7.040
P 6.173 2.109 6.376
O 6.381 3.531 6.096
O 5.820 1.239 5.058
C 4.957 0.095 5.098
O 7.629 1.481 6.620
C 7.754 0.075 6.905
H 3.513 2.187 8.672
H 5.239 2.112 9.063
H 4.561 3.570 8.291
H 3.953 0.384 4.787
H 4.904 -0.346 6.093
H 5.344 -0.648 4.406
H 7.734 -0.491 5.974
H 6.962 -0.279 7.565
H 8.711 -0.077 7.396
C -2.240 1.321 -7.181
O -1.068 2.059 -7.589
P 0.347 1.277 -7.569
O 0.681 0.966 -6.178
O 1.145 2.571 -8.153
C 0.572 3.456 -9.117
O 1.165 0.216 -8.463
C 1.069 0.273 -9.898
H -3.098 1.969 -7.336
H -2.366 0.418 -7.777
H -2.167 1.062 -6.125
H 0.165 4.334 -8.616
H -0.220 2.982 -9.696
H 1.365 3.769 -9.795
H 1.754 1.030 -10.281
H 0.055 0.495 -10.231
H 1.357 -0.700 -10.286
```

E_LUMO = 0.0089 hartree
Largest force on an atom = 0.10205 hartree/bohr
Total energy = -131076.183 eV
Total charge = 0
SMILES = CCC[C@H](C)[C@](CCF)(O[C@@](S)(CCCCS(=O)(=O)O)C[C@H](C)I)[C@](S)(N=C=O)O[C@H](CCCOC)[C@@H](F)CC.COP(=O)(OC)OC.COP(=O)(OC)OC
Multiplicity = 1
Frontier orbital gap = 9.37 eV